The following is a DFT calculation (ωB97M-V/def2-TZVPD) of a 3-piece molecular cluster, C2H10N2O2 overall at a distorted geometry.

As for the net charge: 0. Its multiplicity is 1. The calculation puts the LUMO energy at 0.59 eV. The calculation puts the electronic energy at -342.15277 hartree. Its HOMO energy is -8.08 eV. Its molar mass is 94.11 u. Its energy relative to the best compared isomer or geometry (same formula, charge and spin) is 25.8 kcal per mole.

Cartesian coordinates (Å):
C: -0.656 0.221 -0.439
C: -0.179 1.225 0.298
N: 0.923 1.089 1.155
N: -1.908 0.323 -1.134
H: -0.175 -0.748 -0.503
H: -0.587 2.225 0.278
H: 1.089 0.167 1.504
H: 1.649 1.771 1.210
H: -2.174 -0.577 -1.509
H: -1.917 0.952 -1.945
H: -0.841 -1.313 2.159
H: -0.164 -2.485 1.425
O: -0.827 -2.279 2.091
H: 1.410 0.499 -1.712
H: 2.449 -0.371 -1.036
O: 2.166 -0.073 -1.908

From a natural (NBO) analysis of the wavefunction, the atomic charges in e read: -0.127, -0.060, -0.852, -0.835, 0.182, 0.195, 0.373, 0.390, 0.366, 0.368, 0.472, 0.464, -0.934, 0.475, 0.463, -0.942